P | A gas-phase ion, C13H7N4O9S2 (charge -1), computed with ωB97M-V/def2-TZVPD.

Positions of all 35 atoms, in Å:
C  -3.52  -1.07  -2.81
C  -2.34  -1.81  -2.61
C  -1.13  -1.15  -2.38
C  -1.09  0.23  -2.31
C  -2.24  0.99  -2.49
C  -3.46  0.34  -2.75
S  0.53  0.89  -1.88
O  1.31  0.95  -3.08
O  0.35  2.10  -1.15
C  1.11  -0.46  -0.76
S  0.38  -1.96  -1.85
O  -0.03  -3.03  -0.97
O  1.16  -2.25  -3.01
H  -4.47  -1.59  -3.03
H  -2.37  -2.90  -2.65
H  -2.23  2.08  -2.43
H  -4.39  0.91  -2.92
H  2.18  -0.69  -0.91
O  0.88  3.24  4.67
N  1.56  2.23  4.38
O  2.47  1.87  5.16
C  1.40  1.42  3.20
C  2.25  0.38  2.83
C  2.05  -0.37  1.63
N  2.93  -1.46  1.46
O  3.74  -1.85  2.34
O  2.81  -2.07  0.35
C  0.90  -0.22  0.61
C  -0.05  0.68  1.26
N  -1.39  0.57  1.00
O  -1.96  1.49  2.02
N  -1.03  2.05  2.84
C  0.21  1.50  2.42
H  3.07  0.25  3.51
H  0.41  -1.29  0.31

Calculated values
HOMO-LUMO gap = 6.94 eV
net charge = -1



Q | A molecular structure, C13H7N4O9S2, computed with ωB97M-V/def2-TZVPD.

Positions of all 35 atoms, in Å:
C  -3.51  -1.07  -2.80
C  -2.34  -1.81  -2.61
C  -1.14  -1.14  -2.38
C  -1.09  0.24  -2.33
C  -2.26  0.97  -2.49
C  -3.48  0.32  -2.74
S  0.54  0.91  -1.90
O  1.31  0.94  -3.11
O  0.33  2.11  -1.11
C  1.10  -0.55  -0.88
S  0.36  -1.98  -1.88
O  -0.03  -3.01  -0.95
O  1.17  -2.24  -3.05
H  -4.46  -1.57  -3.02
H  -2.39  -2.89  -2.65
H  -2.23  2.05  -2.44
H  -4.39  0.90  -2.92
H  2.21  -0.68  -0.90
O  0.87  3.24  4.66
N  1.57  2.24  4.40
O  2.49  1.87  5.17
C  1.38  1.46  3.18
C  2.23  0.39  2.89
C  2.07  -0.35  1.70
N  2.91  -1.49  1.47
O  3.74  -1.85  2.33
O  2.82  -2.08  0.36
C  1.01  -0.15  0.61
C  -0.06  0.70  1.27
N  -1.40  0.59  1.03
O  -1.97  1.50  2.03
N  -1.01  2.05  2.84
C  0.17  1.48  2.44
H  3.09  0.26  3.53
H  0.37  -1.37  0.25

Calculated values
HOMO-LUMO gap = 6.78 eV
net charge = -1



Which structure wins on stability? P wins.



P | A gas-phase ion, C3H10N3S (charge +1), computed with ωB97M-V/def2-TZVPD.

Positions of all 17 atoms, in Å:
C  0.11  0.22  -0.48
C  -1.41  -1.62  0.12
C  -1.32  -0.25  -0.45
N  1.10  -0.24  0.78
N  0.48  1.19  -1.30
N  2.35  0.40  0.52
S  -2.00  0.95  0.87
H  -2.32  -1.78  0.62
H  -1.57  -2.44  -0.62
H  -0.68  -1.65  0.89
H  -1.77  -0.17  -1.35
H  -0.05  1.65  -1.99
H  1.15  1.92  -0.98
H  2.90  0.49  1.48
H  2.13  1.36  0.24
H  3.03  -0.07  -0.22
H  -2.11  0.04  1.86

Calculated values
HOMO-LUMO gap (spin up / spin down) = 6.24 / 5.97 eV
multiplicity = 3
net charge = +1



Q | A gas-phase ion, C3H10N3S (charge +1), computed with ωB97M-V/def2-TZVPD.

Positions of all 17 atoms, in Å:
C  2.19  0.88  -0.77
C  -1.48  -0.38  0.47
C  -2.28  0.83  0.75
N  -0.46  -0.26  -0.32
N  0.51  -1.66  -0.42
N  2.55  0.77  0.51
S  0.15  1.21  -0.86
H  2.32  1.85  -1.12
H  2.38  0.13  -1.44
H  -1.60  -1.17  1.12
H  -2.32  0.96  1.80
H  -3.39  0.61  0.54
H  -1.82  1.66  0.27
H  0.02  -2.36  0.23
H  0.44  -1.94  -1.42
H  2.77  -0.10  1.01
H  2.56  1.51  1.14

Calculated values
HOMO-LUMO gap (spin up / spin down) = 6.26 / 7.02 eV
multiplicity = 3
net charge = +1



Which structure wins on stability? Q wins.